Computed, not measured: C19H13ClGeN2O11Pm as an isolated structure, with wB97M-V/def2-TZVPD.

Results
<S²>	6.01
orbital gap (spin up / spin down)	6.94 / 7.02	eV
LUMO (spin up / spin down)	-5.43 / -5.35	eV

```
! wB97M-V def2-TZVPD RIJCOSX def2/J DEFGRID3
* xyz 1 5
Pm -0.25 2.29 -1.24
O -0.94 -1.58 0.51
C -1.02 -0.79 -0.54
O -1.62 0.36 -0.43
C -0.33 -1.03 -1.89
C -0.37 -2.22 -2.66
C 0.22 -2.12 -3.92
C 0.56 -0.95 -4.56
C 0.54 0.20 -3.83
C 0.46 0.03 -2.37
O 1.39 0.63 -1.65
N 0.52 1.46 -4.46
O 0.78 1.65 -5.65
O 0.21 2.43 -3.63
N 0.46 -3.34 -4.61
O 0.04 -4.40 -4.14
O 1.22 -3.20 -5.65
H -0.73 -3.18 -2.29
H 0.67 -0.97 -5.65
Ge -1.10 -0.71 2.30
C -0.15 -2.17 3.02
C -1.00 -3.26 3.31
C -0.41 -4.29 4.03
C 0.85 -4.24 4.57
C 1.66 -3.18 4.17
C 1.15 -2.13 3.39
C -0.24 1.06 2.03
C -1.02 2.16 2.31
C -0.65 3.43 1.82
C 0.67 3.68 1.42
C 1.46 2.57 1.08
C 0.95 1.27 1.38
H -2.63 -0.69 2.52
H -2.05 -3.36 3.07
H -0.94 -5.21 4.19
H 1.15 -5.00 5.26
H 2.73 -3.21 4.37
H 1.77 -1.32 3.03
H -1.97 2.07 2.83
H -1.44 4.20 1.79
H 1.09 4.69 1.39
H 2.48 2.68 0.83
H 1.52 0.41 1.06
O -1.42 5.69 -2.59
Cl -1.15 5.14 -1.33
O 0.32 4.65 -1.19
O -2.01 3.86 -1.23
O -1.47 5.94 -0.18
*
```

***

Computed, not measured: C19H13ClN5S2Zr as an isolated structure, with wB97M-V/def2-TZVPD.

Results
<S²>	0.76
relative energy (zero: lowest compared OMol25 entry of this formula, charge and spin)	0.0	kcal/mol
orbital gap (spin up / spin down)	5.99 / 6.41	eV
LUMO (spin up / spin down)	-7.59 / -7.63	eV

```
! wB97M-V def2-TZVPD RIJCOSX def2/J DEFGRID3
* xyz 2 2
Zr 1.77 -0.92 -1.65
N 0.77 1.39 1.88
C 0.31 2.72 1.65
C -0.22 3.44 2.71
C -0.71 4.72 2.48
C -0.70 5.25 1.20
C -0.20 4.51 0.14
C 0.32 3.25 0.37
S 1.10 2.35 -0.95
N 0.97 0.73 -0.36
C 0.90 0.47 0.92
C 1.01 -0.96 1.31
C 0.59 -1.45 2.54
C 0.75 -2.80 2.82
C 1.33 -3.62 1.86
C 1.70 -3.08 0.65
N 1.54 -1.78 0.37
H 0.81 1.09 2.84
H -0.24 3.02 3.70
H -1.10 5.30 3.30
H -1.09 6.24 1.02
H -0.20 4.92 -0.86
H 0.12 -0.81 3.27
H 0.43 -3.20 3.77
H 1.48 -4.68 2.05
H 2.14 -3.69 -0.13
N -4.60 0.58 -1.75
C -3.77 -0.15 -2.06
C -2.73 -1.07 -2.40
C -2.97 -2.27 -3.06
C -1.90 -3.10 -3.34
C -0.63 -2.72 -2.95
N -0.38 -1.56 -2.31
C -1.42 -0.75 -2.05
H -3.98 -2.54 -3.35
H -2.04 -4.04 -3.85
H 0.23 -3.34 -3.16
H -1.21 0.19 -1.54
S 5.07 0.85 -1.03
C 3.78 0.12 -1.29
Cl 2.96 -2.61 -2.75
*
```

***

Computed, not measured: C19H13F3FeN4O2S as an isolated structure, with wB97M-V/def2-TZVPD.

Results
<S²>	8.76
relative energy (zero: lowest compared OMol25 entry of this formula, charge and spin)	0.0	kcal/mol
orbital gap (spin up / spin down)	6.60 / 5.68	eV
LUMO (spin up / spin down)	-4.29 / -5.19	eV

```
! wB97M-V def2-TZVPD RIJCOSX def2/J DEFGRID3
* xyz 1 6
Fe -0.57 0.15 -0.54
O -0.37 -0.41 4.97
C 0.38 -1.39 4.45
C 1.05 -2.22 5.35
C 1.84 -3.25 4.89
C 1.99 -3.49 3.52
C 1.34 -2.67 2.63
C 0.53 -1.61 3.07
C -0.11 -0.76 2.08
O 0.12 -0.99 0.80
N -0.95 0.18 2.44
N -1.35 0.89 1.34
C -2.60 1.09 1.16
C -2.96 1.73 -0.13
C -4.27 2.04 -0.42
C -4.52 2.63 -1.66
C -3.46 2.84 -2.53
C -2.18 2.43 -2.16
N -1.92 1.89 -0.97
H -0.80 0.09 4.26
H 0.92 -2.03 6.41
H 2.35 -3.89 5.60
H 2.61 -4.30 3.17
H 1.44 -2.83 1.56
H -3.38 0.75 1.83
H -5.06 1.83 0.29
H -5.52 2.90 -1.94
H -3.61 3.30 -3.49
H -1.35 2.53 -2.84
F 0.80 -0.53 -5.47
C 1.85 -0.96 -4.76
F 2.93 -0.87 -5.55
F 1.66 -2.24 -4.47
C 2.03 -0.13 -3.51
C 3.20 0.56 -3.27
C 3.36 1.32 -2.11
C 2.32 1.36 -1.22
N 1.17 0.70 -1.46
C 1.01 -0.06 -2.56
S -0.54 -0.88 -2.60
H 4.00 0.51 -4.00
H 4.27 1.86 -1.91
H 2.37 1.92 -0.29
*
```

***

Computed, not measured: C19H13F3N4NiO5S as an isolated structure, with wB97M-V/def2-TZVPD.

Results
<S²>	2.02
relative energy (zero: lowest compared OMol25 entry of this formula, charge and spin)	23.3	kcal/mol
orbital gap (spin up / spin down)	5.03 / 4.80	eV
LUMO (spin up / spin down)	4.88 / 4.88	eV

```
! wB97M-V def2-TZVPD RIJCOSX def2/J DEFGRID3
* xyz -2 3
Ni -0.18 0.40 -0.09
O 2.32 3.93 0.11
C 1.83 2.86 -0.23
N 0.54 2.55 -0.46
C -0.37 3.45 -0.86
O -0.21 4.55 -1.39
C -1.79 2.94 -0.66
C -2.88 3.75 -0.96
C -4.15 3.25 -0.72
C -4.28 1.97 -0.19
C -3.14 1.23 0.07
N -1.93 1.72 -0.16
C 2.74 1.64 -0.34
C 4.03 1.66 0.18
C 4.80 0.52 0.06
C 4.27 -0.60 -0.57
C 2.97 -0.52 -1.06
N 2.23 0.58 -0.95
H -2.70 4.73 -1.37
H -5.02 3.84 -0.94
H -5.26 1.54 0.01
H -3.16 0.22 0.44
H 4.38 2.56 0.66
H 5.80 0.49 0.48
H 4.83 -1.52 -0.66
H 2.49 -1.37 -1.53
F 1.25 0.15 5.02
C 1.76 -0.17 3.81
F 2.55 0.84 3.43
F 2.55 -1.25 3.99
S 0.42 -0.51 2.57
O -0.45 -1.42 3.27
O -0.11 0.81 2.29
O 1.16 -1.02 1.44
N -1.07 -0.93 -0.98
C -1.22 -2.22 -1.08
C -0.72 -2.99 -2.19
C -0.94 -4.34 -2.33
C -1.67 -5.07 -1.38
C -2.15 -4.36 -0.27
C -1.95 -3.01 -0.12
H -0.15 -2.45 -2.95
H -0.53 -4.85 -3.20
H -1.83 -6.14 -1.48
H -2.70 -4.90 0.50
H -2.33 -2.51 0.77
*
```

***

Computed, not measured: C19H13N2O5Sn as an isolated structure, with wB97M-V/def2-TZVPD.

Results
relative energy (zero: lowest compared OMol25 entry of this formula, charge and spin)	38.8	kcal/mol
orbital gap (spin up / spin down)	5.13 / 5.14	eV
LUMO (spin up / spin down)	-6.98 / -6.97	eV

```
! wB97M-V def2-TZVPD RIJCOSX def2/J DEFGRID3
* xyz 1 1
Sn -0.72 -0.87 0.00
O -3.50 -0.17 5.75
C -2.99 -0.26 4.49
C -2.69 0.88 3.72
C -2.09 0.59 2.48
N -1.83 -0.65 2.01
C -2.26 -1.69 2.74
C -2.85 -1.56 3.99
C -2.04 -3.05 2.09
O -2.53 -4.07 2.63
O -1.39 -2.97 0.98
C -1.78 1.66 1.46
O -1.96 2.86 1.79
O -1.31 1.26 0.31
H -3.48 0.74 6.07
H -2.85 1.91 4.01
H -3.14 -2.46 4.53
N -0.80 0.43 -2.39
C 0.30 0.02 -3.15
C 0.07 -0.49 -4.43
C 1.11 -0.72 -5.32
C 2.43 -0.47 -4.89
C 2.68 -0.06 -3.60
C 1.62 0.10 -2.66
C 1.93 0.46 -1.29
C 3.02 1.34 -1.19
C 3.53 1.59 0.09
C 3.05 1.02 1.26
C 1.89 0.23 1.11
C 1.28 0.00 -0.12
H -1.65 0.36 -2.94
H -0.75 1.35 -1.93
H -0.97 -0.73 -4.71
H 0.91 -1.11 -6.30
H 3.25 -0.62 -5.57
H 3.68 0.13 -3.24
H 3.46 1.75 -2.09
H 4.38 2.25 0.09
H 3.52 1.24 2.22
H 1.46 -0.23 2.02
*
```

***

Computed, not measured: an isolated molecule of C19H13N3O, with wB97M-V/def2-TZVPD.

Results
relative energy (zero: lowest compared OMol25 entry of this formula, charge and spin)	0.0	kcal/mol
SMILES string	C=C(c1cnc2ccccc2c1)c1nc(O)c2ccccc2n1
orbital gap	8.02	eV
LUMO	-0.21	eV

```
! wB97M-V def2-TZVPD RIJCOSX def2/J DEFGRID3
* xyz 0 1
C 2.05 0.81 -2.09
C 1.29 0.31 -1.07
C 0.84 1.26 -0.01
C 0.61 0.83 1.33
N 0.16 1.61 2.30
C -0.10 2.89 2.03
C -0.59 3.72 3.02
C -0.82 5.08 2.80
C -0.60 5.63 1.50
C -0.19 4.77 0.48
C 0.10 3.43 0.73
C 0.54 2.61 -0.28
C 0.85 -1.09 -1.09
N 1.44 -1.94 -1.97
C 0.94 -3.18 -2.03
O 1.56 -3.99 -2.94
C -0.09 -3.63 -1.25
C -0.52 -4.96 -1.31
C -1.55 -5.35 -0.46
C -2.15 -4.41 0.41
C -1.74 -3.08 0.41
C -0.66 -2.72 -0.38
N -0.17 -1.48 -0.32
H 2.45 0.17 -2.84
H 2.34 1.83 -2.16
H 0.87 -0.20 1.57
H -0.84 3.24 4.01
H -1.16 5.75 3.60
H -0.73 6.66 1.26
H -0.10 5.17 -0.52
H 0.67 3.00 -1.29
H 2.34 -3.51 -3.16
H -0.11 -5.72 -1.99
H -1.90 -6.39 -0.49
H -2.87 -4.77 1.09
H -2.16 -2.37 1.09
*
```